18
Properties=species:S:1:pos:R:3 method="wB97M-V/def2-TZVPD" largest_force_ev_per_a=4.5 e_homo_ev=-3.7 total_energy_ha=-347.52972 e_above_lowest_kj_mol=314.9 mol_weight_g_mol=103.14 total_charge=-1
C 0.80 0.11 0.60
O 0.89 -0.19 2.00
C -0.37 -0.58 -0.08
C -0.28 -0.19 -1.57
C -1.41 -0.71 -2.42
C -2.06 -0.02 -3.45
H 1.68 -0.24 0.13
H 0.80 1.24 0.56
H -0.36 -1.75 0.07
H -1.34 -0.42 0.47
H 0.62 -0.71 -2.05
H -0.19 0.95 -1.77
H -1.85 -1.69 -2.19
H -1.92 1.12 -3.40
H -2.89 -0.51 -3.90
H 1.40 1.16 4.59
H 1.38 0.48 2.84
O 1.94 1.27 3.77